DFT (wB97M-V/def2-TZVPD) results for 11 unconnected molecules or ions with the total composition C36H89B2Br2ClFN5O17S12.

```
165
Properties=species:S:1:pos:R:3:mulliken_charge:R:1
C -4.842 -6.497 4.061 -0.80
C -5.434 -5.110 4.695 -0.52
C -4.292 -3.881 4.778 0.05
O -3.214 -3.955 3.876 -0.04
C -2.504 -2.882 3.285 0.35
C -1.600 -3.562 2.096 0.67
C -2.148 -3.967 0.644 -0.37
N -1.391 -3.592 -0.478 -0.63
C -1.341 -2.490 4.439 -0.33
F -1.939 -2.501 5.844 -0.64
B -0.144 -3.497 4.789 0.42
N 0.348 -4.821 4.294 0.04
O 0.709 -3.089 5.978 -0.70
N -1.029 -1.049 4.258 0.84
C 0.262 -0.495 4.142 -0.47
S 1.446 -0.962 2.758 1.03
O 2.901 -0.749 3.344 -0.71
O 1.410 -0.049 1.512 -0.45
C -2.229 -0.373 4.820 -1.02
N -2.256 0.270 6.068 0.18
S -3.636 0.884 6.920 -0.16
Cl -0.825 0.425 7.087 -0.02
N -3.498 -0.551 4.019 1.11
B -4.129 0.773 3.712 -0.03
O -3.517 2.008 3.200 -0.65
C -5.752 0.921 4.116 0.52
C -6.300 2.428 4.291 -1.13
C -3.346 -1.500 2.797 1.99
C -2.553 -0.733 1.535 -0.32
O -2.666 -0.959 0.229 -0.59
O -1.544 0.369 1.691 -0.87
C -4.859 -1.739 2.276 -1.62
Br -5.386 -3.613 1.592 0.00
C -5.547 -1.009 1.022 -0.05
C -7.191 -1.375 1.091 -0.75
Br -5.485 0.897 0.579 -0.06
H -5.735 -7.284 4.081 0.35
H -4.471 -6.349 2.958 0.15
H -4.008 -6.912 4.794 0.23
H -5.831 -5.347 5.793 0.33
H -6.400 -4.716 4.114 0.21
H -4.878 -2.844 4.866 -0.13
H -3.888 -4.063 5.891 0.28
H -1.398 -4.685 2.467 -0.10
H -0.588 -2.963 1.921 -0.40
H -3.043 -4.684 0.354 0.32
H -1.844 -3.987 -1.329 0.28
H 0.846 -4.626 3.377 0.24
H -0.386 -5.552 4.186 0.20
H 0.342 -3.676 6.730 0.12
H 0.902 -0.651 5.141 0.43
H 0.196 0.698 4.066 0.28
H 1.433 -2.359 2.441 0.16
H -4.418 -0.132 7.489 0.23
H -3.474 2.623 4.015 0.30
H -5.893 0.338 5.140 0.18
H -6.414 0.360 3.311 -0.20
H -5.656 3.303 3.872 0.22
H -7.348 2.499 3.722 0.30
H -6.582 2.586 5.437 0.24
H -5.629 -1.684 3.194 0.37
H -5.196 -1.535 -0.002 0.55
H -7.533 -1.714 2.155 0.21
H -7.831 -0.395 0.852 0.29
H -7.499 -2.134 0.224 0.27
C 0.676 3.039 -1.916 -0.96
S -0.262 1.634 -2.562 0.60
O -0.772 2.018 -3.920 -0.59
C -1.642 1.783 -1.401 -0.84
H 1.577 3.163 -2.522 0.25
H 0.073 3.949 -1.974 0.29
H 0.961 2.842 -0.881 0.42
H -2.100 2.771 -1.490 0.42
H -1.279 1.628 -0.382 0.18
H -2.382 1.017 -1.641 0.29
C 4.527 0.900 -4.131 -0.78
S 5.827 0.872 -2.873 0.51
O 6.549 -0.437 -3.000 -0.65
C 4.710 0.742 -1.456 -0.92
H 4.998 0.942 -5.116 0.25
H 3.918 -0.004 -4.059 0.34
H 3.903 1.786 -3.991 0.27
H 4.089 -0.153 -1.550 0.28
H 4.080 1.632 -1.405 0.33
H 5.310 0.671 -0.546 0.37
C -0.157 6.225 -6.163 -0.94
S 0.317 4.781 -5.183 0.73
O 1.411 5.208 -4.249 -0.70
C 1.089 3.877 -6.547 -0.95
H -0.631 6.954 -5.500 0.37
H 0.728 6.674 -6.619 0.10
H -0.867 5.925 -6.936 0.37
H 1.897 4.472 -6.980 0.33
H 0.337 3.654 -7.308 0.33
H 1.497 2.942 -6.158 0.30
C 1.995 -7.936 2.515 -0.96
S 0.224 -8.301 2.461 0.40
O -0.477 -7.254 3.274 -0.62
C 0.314 -9.801 3.469 -1.03
H 2.174 -7.005 1.973 0.29
H 2.322 -7.821 3.551 0.31
H 2.549 -8.746 2.035 0.42
H 0.745 -9.570 4.446 0.31
H 0.924 -10.549 2.957 0.41
H -0.698 -10.191 3.603 0.33
C -1.835 -0.129 -6.002 -0.83
S -2.828 0.382 -7.426 0.53
O -4.174 -0.267 -7.294 -0.66
C -1.888 -0.559 -8.653 -0.89
H -2.266 0.315 -5.102 0.18
H -1.847 -1.218 -5.910 0.44
H -0.810 0.227 -6.126 0.30
H -1.896 -1.621 -8.396 0.29
H -0.861 -0.189 -8.688 0.32
H -2.356 -0.419 -9.630 0.32
C 0.464 -3.797 10.196 -0.94
S -0.474 -5.202 9.550 0.39
O -0.984 -4.818 8.193 -0.52
C -1.853 -5.053 10.711 -0.98
H 1.365 -3.673 9.590 0.32
H -0.138 -2.887 10.139 0.26
H 0.750 -3.994 11.232 0.42
H -2.312 -4.065 10.622 0.29
H -1.491 -5.208 11.730 0.40
H -2.594 -5.819 10.471 0.32
C 9.748 1.445 -6.826 -0.91
S 8.087 0.735 -6.924 0.46
O 7.118 1.792 -6.483 -0.58
C 8.298 -0.418 -5.547 -0.88
H 9.836 2.230 -7.582 0.32
H 9.912 1.877 -5.836 0.29
H 10.490 0.668 -7.024 0.35
H 8.552 0.129 -4.636 0.27
H 9.087 -1.134 -5.787 0.44
H 7.358 -0.955 -5.396 0.26
C 1.140 6.509 -9.866 -0.61
S -0.192 7.714 -10.082 0.48
O -1.270 7.377 -9.095 -0.60
C -0.727 7.110 -11.701 -0.91
H 1.601 6.672 -8.889 0.03
H 0.736 5.494 -9.910 0.37
H 1.889 6.649 -10.647 0.36
H -1.015 6.059 -11.631 0.28
H 0.085 7.230 -12.422 0.33
H -1.587 7.700 -12.025 0.33
C 5.721 7.785 -7.388 -0.95
S 4.729 8.296 -8.812 0.39
O 3.383 7.647 -8.680 -0.52
C 5.669 7.355 -10.039 -0.95
H 5.290 8.229 -6.487 0.32
H 5.710 6.697 -7.296 0.28
H 6.747 8.141 -7.511 0.39
H 5.660 6.293 -9.782 0.29
H 6.696 7.725 -10.074 0.40
H 5.201 7.495 -11.016 0.31
C 1.861 2.034 8.130 -0.79
S 3.566 1.630 8.577 0.52
O 3.690 1.776 10.064 -0.64
C 4.308 3.097 7.822 -0.91
H 1.203 1.262 8.537 0.14
H 1.584 3.004 8.551 0.41
H 1.763 2.055 7.043 0.35
H 3.879 4.001 8.262 0.30
H 4.129 3.083 6.744 0.33
H 5.384 3.078 8.010 0.32
```

- Net charge: 0
- Electronic energy: -13513.08733 hartree
- LUMO energy: -2.423 eV
- E_HOMO: -7.454 eV


DFT (wB97M-V/def2-TZVPD) results for 2 unconnected molecules or ions with the total composition C7H16O.

```
24
Properties=species:S:1:pos:R:3:nbo_charge:R:1
C 0.738 -2.553 1.388 -0.61
C 1.216 -1.377 0.546 -0.40
C 0.404 -1.163 -0.726 -0.40
C -1.113 -1.049 -0.466 -0.38
C -1.486 0.092 0.527 -0.46
C -1.183 1.459 -0.010 -0.16
C -1.415 1.878 -1.244 -0.42
H 0.475 -3.415 0.780 0.20
H 1.480 -2.851 2.137 0.21
H -0.136 -2.293 1.976 0.20
H 2.272 -1.458 0.312 0.21
H 1.166 -0.467 1.142 0.19
H 0.519 -2.060 -1.341 0.20
H 0.715 -0.251 -1.236 0.22
H -1.609 -0.768 -1.388 0.20
H -1.489 -1.989 -0.072 0.20
H -2.549 -0.061 0.751 0.22
H -0.949 -0.114 1.451 0.21
H -0.779 2.146 0.734 0.19
H -2.076 1.387 -1.963 0.20
H -1.123 2.892 -1.502 0.19
H 1.392 2.818 -0.635 0.47
H 2.063 2.771 0.771 0.47
O 2.167 2.511 -0.160 -0.94
```

- Structure (SMILES): C=CCCCCC.O
- Net charge: 0
- Electronic energy: -351.51335 hartree
- LUMO energy: 0.861 eV
- Energy above the lowest of the compared OMol25 structures with the same formula, charge and spin: 106.6 kJ/mol
- E_HOMO: -9.711 eV


DFT (wB97M-V/def2-TZVPD) results for a single C4H7NOS molecule.

```
14
Properties=species:S:1:pos:R:3:nbo_charge:R:1
C -1.994 0.625 -0.083 0.11
C -1.119 -0.193 -0.961 -0.16
C 1.091 -0.039 -0.213 0.29
C 2.101 -0.633 0.578 -0.72
N -1.938 0.994 1.158 -0.60
O 0.012 -0.749 -0.330 -0.47
S 1.232 1.559 -0.740 -0.18
H -2.982 0.819 -0.439 0.18
H -1.737 -1.101 -1.148 0.22
H -0.853 0.273 -1.902 0.24
H 2.776 0.092 1.020 0.26
H 2.847 -1.207 0.021 0.26
H 1.671 -1.289 1.344 0.24
H -1.107 0.849 1.696 0.34
```

- Structure (SMILES): [H]/N=C\COC(C)=S
- Net charge: 0
- Electronic energy: -684.74058 hartree
- LUMO energy: 0.354 eV
- Energy above the lowest of the compared OMol25 structures with the same formula, charge and spin: 174.6 kJ/mol
- E_HOMO: -8.790 eV